{"formula": "C24H46BFIN3OP", "method": "ωB97M-V/def2-TZVPD", "total_charge": 1, "total_energy_ev": -52925.6354, "largest_force_ev_per_a": 5.762, "orbital_gap_ev": 5.8, "relative_energy_kcal_mol": 139.7, "homo_ev": -8.8485, "elements": ["C", "C", "B", "O", "P", "F", "I", "C", "C", "C", "C", "C", "C", "C", "C", "C", "C", "C", "C", "N", "C", "C", "C", "C", "H", "H", "H", "H", "H", "H", "H", "H", "H", "H", "H", "H", "H", "H", "H", "H", "H", "H", "H", "H", "H", "H", "H", "H", "H", "H", "H", "H", "H", "H", "H", "H", "H", "H", "H", "C", "C", "N", "C", "C", "N", "C", "C", "H", "H", "H", "H", "H", "H", "H", "H", "H", "H", "H"], "coordinates": [[5.37065, -0.08671, -0.94984], [3.95772, -0.59482, -0.37286], [2.93451, 0.58052, 0.07464], [2.35422, 0.54874, 1.41844], [2.37081, 2.04326, -1.07857], [3.98515, 2.71583, -1.13151], [0.12551, 1.00078, -1.09289], [1.79715, 3.61301, -0.19237], [0.66757, 4.46444, -0.95838], [-0.41580, 4.95626, 0.13931], [-1.94674, 4.83046, -0.33074], [-2.71063, 3.51838, 0.17746], [-2.63918, 3.27642, 1.76968], [-3.61134, 2.01266, 2.13118], [-2.76868, 0.68684, 1.82774], [-3.60251, -0.66525, 1.72898], [-4.62670, -0.83128, 0.52458], [-4.67418, 0.28878, -0.60310], [-6.13647, 0.99871, -0.55339], [-6.49806, 1.67516, -1.84020], [-5.71696, 1.96335, -3.01788], [-6.76836, 2.62558, -3.94226], [-8.14921, 2.71951, -3.22578], [-7.90236, 2.08923, -1.83950], [5.86446, 0.63151, -0.20776], [6.01828, -0.99239, -1.20471], [5.13172, 0.55264, -1.88158], [3.43523, -1.35759, -1.06634], [4.19818, -1.19495, 0.59059], [1.70570, -0.19900, 1.44851], [2.38246, 1.90404, -2.51779], [2.72082, 4.30025, -0.09895], [1.53115, 3.31250, 0.87821], [1.18240, 5.41924, -1.35804], [0.21081, 3.95407, -1.86873], [-0.22359, 6.08504, 0.30699], [-0.26356, 4.47457, 1.16985], [-1.96819, 4.90571, -1.48402], [-2.49329, 5.75639, 0.09236], [-2.33126, 2.58657, -0.36340], [-3.82765, 3.61993, -0.11121], [-2.88632, 4.19718, 2.39370], [-1.57519, 2.92403, 1.99966], [-4.50916, 2.12013, 1.43703], [-3.98637, 2.06362, 3.20754], [-2.11491, 0.76518, 0.88800], [-2.02961, 0.56341, 2.71116], [-2.86483, -1.55467, 1.71607], [-4.19159, -0.79151, 2.71656], [-4.40866, -1.84521, 0.01263], [-5.68469, -0.95490, 0.97450], [-3.81454, 1.02962, -0.64121], [-4.66326, -0.25649, -1.62467], [-6.89083, 0.12906, -0.44073], [-6.28648, 1.66030, 0.36219], [-4.61804, 1.73565, -3.16618], [-6.59806, 2.99702, -5.00083], [-9.14528, 3.14673, -3.58361], [-8.61339, 1.94943, -0.96745], [5.54730, -7.51180, -1.32114], [5.62617, -7.57423, 0.19333], [5.81022, -6.24320, 0.78181], [6.96904, -5.49277, 0.73108], [6.72500, -4.34475, 1.41658], [5.42728, -4.42385, 1.87810], [4.88582, -5.57715, 1.47755], [4.73911, -3.41932, 2.68459], [6.44550, -7.05460, -1.74379], [5.44734, -8.51512, -1.73915], [4.68927, -6.91551, -1.64074], [6.46483, -8.19993, 0.50870], [4.71254, -8.01240, 0.60187], [7.82475, -5.87831, 0.20501], [7.31671, -3.47446, 1.64142], [3.88008, -5.91380, 1.68834], [4.43448, -3.87070, 3.62966], [3.86218, -3.06619, 2.14101], [5.40388, -2.57894, 2.88464]]}